# 1
{
  "formula": "C45H93HgN5O5",
  "method": "the ωB97M-V functional and the def2-TZVPD basis",
  "symbols": ["Hg", "C", "C", "C", "C", "C", "C", "N", "O", "C", "C", "C", "H", "H", "H", "H", "H", "H", "H", "H", "H", "H", "H", "H", "H", "H", "H", "H", "H", "H", "C", "C", "C", "C", "C", "C", "N", "O", "C", "C", "C", "H", "H", "H", "H", "H", "H", "H", "H", "H", "H", "H", "H", "H", "H", "H", "H", "H", "H", "C", "C", "C", "C", "C", "C", "N", "O", "C", "C", "C", "H", "H", "H", "H", "H", "H", "H", "H", "H", "H", "H", "H", "H", "H", "H", "H", "H", "H", "H", "C", "C", "C", "C", "C", "C", "N", "O", "C", "C", "C", "H", "H", "H", "H", "H", "H", "H", "H", "H", "H", "H", "H", "H", "H", "H", "H", "H", "H", "H", "C", "C", "C", "C", "C", "C", "N", "O", "C", "C", "C", "H", "H", "H", "H", "H", "H", "H", "H", "H", "H", "H", "H", "H", "H", "H", "H", "H", "H", "H"],
  "positions_angstrom": [[-14.49, -2.97, -8.65], [-14.06, -6.87, -5.08], [-14.08, -5.45, -4.62], [-13.35, -5.14, -3.24], [-11.87, -5.48, -3.25], [-11.21, -4.58, -4.29], [-11.81, -4.68, -5.74], [-13.32, -4.63, -5.63], [-14.05, -4.52, -6.99], [-11.32, -5.93, -6.51], [-11.33, -3.28, -6.38], [-15.47, -4.86, -4.54], [-14.17, -6.99, -6.16], [-14.91, -7.36, -4.60], [-13.18, -7.47, -4.82], [-13.86, -5.87, -2.61], [-13.63, -4.13, -2.93], [-11.69, -6.54, -3.43], [-11.51, -5.34, -2.23], [-10.17, -4.90, -4.35], [-11.43, -3.59, -3.89], [-10.31, -5.80, -6.89], [-11.81, -6.14, -7.46], [-11.43, -6.86, -5.95], [-11.76, -2.46, -5.80], [-11.77, -3.12, -7.37], [-10.28, -3.02, -6.33], [-15.90, -5.24, -3.62], [-16.04, -5.01, -5.46], [-15.53, -3.77, -4.50], [-17.44, -2.95, -12.24], [-18.43, -2.32, -11.20], [-19.73, -3.04, -11.74], [-20.87, -2.82, -10.63], [-20.66, -3.42, -9.24], [-19.24, -2.76, -8.76], [-18.17, -2.81, -9.86], [-16.71, -2.63, -9.43], [-18.86, -3.66, -7.57], [-19.42, -1.31, -8.19], [-18.36, -0.75, -11.19], [-17.72, -2.89, -13.29], [-17.20, -3.93, -11.81], [-16.54, -2.35, -12.19], [-19.83, -4.11, -11.86], [-20.05, -2.50, -12.63], [-21.82, -3.17, -11.03], [-21.28, -1.81, -10.56], [-20.64, -4.51, -9.29], [-21.55, -3.19, -8.65], [-18.81, -4.69, -7.93], [-19.67, -3.75, -6.84], [-17.93, -3.33, -7.12], [-20.05, -0.75, -8.88], [-18.49, -0.75, -8.20], [-19.78, -1.37, -7.16], [-17.82, -0.27, -12.01], [-17.93, -0.35, -10.27], [-19.38, -0.44, -11.39], [-16.48, -7.98, -7.13], [-17.61, -9.05, -7.45], [-17.42, -9.30, -8.92], [-18.35, -10.50, -9.32], [-17.97, -11.76, -8.57], [-18.03, -11.58, -6.95], [-17.38, -10.29, -6.68], [-17.07, -10.15, -5.36], [-19.59, -11.64, -6.55], [-17.33, -12.81, -6.45], [-18.97, -8.54, -7.13], [-15.50, -8.43, -7.30], [-16.47, -7.70, -6.07], [-16.55, -7.07, -7.72], [-17.56, -8.47, -9.61], [-16.44, -9.73, -9.15], [-18.23, -10.79, -10.36], [-19.39, -10.29, -9.09], [-16.96, -12.14, -8.71], [-18.57, -12.58, -8.98], [-19.87, -11.20, -5.59], [-20.30, -11.20, -7.25], [-19.83, -12.70, -6.51], [-17.50, -12.66, -5.39], [-17.81, -13.75, -6.72], [-16.31, -12.85, -6.82], [-19.30, -7.67, -7.71], [-19.01, -8.00, -6.18], [-19.73, -9.32, -7.19], [-16.12, -10.30, -5.35], [-11.04, -2.37, -12.22], [-12.64, -2.55, -12.15], [-13.20, -3.12, -13.49], [-12.97, -4.60, -13.67], [-13.45, -5.32, -12.51], [-12.92, -4.93, -11.17], [-13.03, -3.46, -10.99], [-12.44, -3.07, -9.90], [-13.93, -5.62, -10.14], [-11.40, -5.44, -11.11], [-13.26, -1.20, -11.92], [-10.47, -2.28, -11.30], [-10.70, -1.55, -12.86], [-10.59, -3.20, -12.76], [-14.27, -2.95, -13.63], [-12.70, -2.71, -14.38], [-11.95, -4.81, -14.00], [-13.44, -5.06, -14.54], [-13.19, -6.37, -12.62], [-14.53, -5.36, -12.65], [-13.58, -5.63, -9.11], [-14.90, -5.14, -10.20], [-14.19, -6.65, -10.37], [-10.90, -5.28, -10.16], [-11.35, -6.51, -11.31], [-10.72, -5.22, -11.93], [-13.43, -0.68, -12.86], [-12.49, -0.58, -11.47], [-14.25, -1.24, -11.47], [-11.56, -3.38, -10.12], [-13.02, 2.05, -8.34], [-12.69, 0.87, -7.56], [-12.09, 1.19, -6.15], [-13.16, 1.72, -5.16], [-14.11, 0.61, -5.02], [-14.82, -0.06, -6.23], [-13.82, -0.10, -7.35], [-14.28, -0.54, -8.54], [-15.42, -1.48, -5.84], [-16.06, 0.86, -6.80], [-11.60, 0.01, -8.33], [-13.84, 2.05, -9.05], [-12.13, 2.31, -8.91], [-13.19, 2.89, -7.66], [-11.67, 0.26, -5.77], [-11.23, 1.83, -6.35], [-13.63, 2.68, -5.33], [-12.72, 1.91, -4.18], [-14.96, 1.12, -4.57], [-14.00, -0.04, -4.15], [-14.55, -2.01, -5.44], [-15.94, -1.53, -4.88], [-15.89, -1.99, -6.67], [-16.77, 0.40, -7.50], [-16.74, 1.09, -5.98], [-15.83, 1.89, -7.08], [-11.17, -0.74, -7.67], [-10.81, 0.73, -8.57], [-11.93, -0.51, -9.24], [-14.89, 0.15, -8.83]],
  "lowdin_charge": [1.25, -0.05, -0.50, -0.12, -0.20, -0.14, -0.43, -0.09, -0.35, -0.04, -0.04, -0.04, 0.07, 0.08, 0.07, 0.11, 0.12, 0.10, 0.11, 0.12, 0.11, 0.07, 0.06, 0.07, 0.06, 0.03, 0.08, 0.09, 0.08, 0.05, -0.06, -0.51, -0.10, -0.22, -0.11, -0.42, -0.13, -0.39, -0.07, -0.04, -0.02, 0.08, 0.08, 0.04, 0.12, 0.11, 0.09, 0.09, 0.10, 0.11, 0.07, 0.08, 0.06, 0.06, 0.04, 0.08, 0.06, 0.06, 0.07, -0.02, -0.50, -0.13, -0.18, -0.14, -0.45, -0.14, 0.00, -0.03, -0.06, -0.03, 0.08, 0.05, 0.09, 0.12, 0.11, 0.11, 0.10, 0.10, 0.11, 0.08, 0.06, 0.07, 0.09, 0.09, 0.09, 0.09, 0.09, 0.06, 0.11, -0.01, -0.41, -0.11, -0.23, -0.20, -0.41, -0.18, -0.11, -0.02, 0.00, -0.04, 0.08, 0.09, 0.06, 0.12, 0.12, 0.11, 0.12, 0.13, 0.13, 0.04, 0.06, 0.09, 0.08, 0.09, 0.07, 0.09, 0.07, 0.08, 0.08, -0.04, -0.48, -0.10, -0.18, -0.17, -0.37, -0.14, -0.10, -0.03, -0.01, -0.01, 0.09, 0.09, 0.09, 0.11, 0.12, 0.11, 0.12, 0.11, 0.12, 0.06, 0.09, 0.04, 0.05, 0.07, 0.07, 0.06, 0.08, 0.05, 0.09],
  "fmax_ev_per_a": 6.8,
  "energy_ha": -2573.175783,
  "homo_lumo_gap_ev": 5.32,
  "charge": 0,
  "e_lumo_ev": -0.795,
  "homo_ev": -6.112
}


# 2
{
  "formula": "C45H93N3O25S5",
  "method": "the ωB97M-V functional and the def2-TZVPD basis",
  "symbols": ["O", "S", "O", "C", "C", "C", "C", "H", "H", "H", "H", "H", "H", "H", "H", "O", "S", "O", "C", "C", "C", "C", "H", "H", "H", "H", "H", "H", "H", "H", "O", "S", "O", "C", "C", "C", "C", "H", "H", "H", "H", "H", "H", "H", "H", "O", "S", "O", "C", "C", "C", "C", "H", "H", "H", "H", "H", "H", "H", "H", "O", "S", "O", "C", "C", "C", "C", "H", "H", "H", "H", "H", "H", "H", "H", "C", "C", "O", "C", "O", "O", "C", "H", "H", "H", "H", "H", "H", "H", "H", "C", "C", "O", "C", "O", "O", "C", "H", "H", "H", "H", "H", "H", "H", "H", "C", "C", "O", "C", "O", "O", "C", "H", "H", "H", "H", "H", "H", "H", "H", "C", "C", "O", "C", "O", "O", "C", "H", "H", "H", "H", "H", "H", "H", "H", "C", "N", "C", "C", "O", "H", "H", "H", "H", "H", "H", "H", "C", "N", "C", "C", "O", "H", "H", "H", "H", "H", "H", "H", "C", "N", "C", "C", "O", "H", "H", "H", "H", "H", "H", "H"],
  "positions_angstrom": [[15.16, 20.30, -11.73], [13.84, 20.28, -12.38], [12.69, 20.33, -11.47], [13.77, 21.57, -13.70], [13.03, 20.93, -14.90], [13.69, 19.56, -15.05], [13.76, 18.93, -13.64], [14.82, 21.82, -13.83], [13.27, 22.38, -13.18], [11.97, 20.73, -14.75], [13.06, 21.63, -15.72], [14.63, 19.71, -15.56], [13.05, 18.96, -15.71], [14.47, 18.11, -13.51], [12.75, 18.55, -13.52], [9.89, 11.82, -28.20], [8.48, 11.58, -28.02], [7.89, 10.63, -27.11], [7.67, 13.27, -27.80], [6.38, 13.13, -28.57], [6.61, 12.45, -29.89], [7.66, 11.34, -29.70], [8.39, 13.95, -28.26], [7.59, 13.43, -26.73], [5.60, 12.61, -28.01], [5.89, 14.09, -28.76], [6.97, 13.27, -30.52], [5.77, 12.01, -30.44], [8.47, 11.31, -30.43], [7.28, 10.32, -29.70], [11.85, 15.14, -32.32], [13.13, 14.56, -32.62], [13.20, 13.51, -33.65], [14.24, 15.92, -33.10], [14.85, 16.41, -31.80], [15.31, 15.17, -31.14], [14.12, 14.21, -31.08], [13.56, 16.61, -33.60], [14.98, 15.49, -33.77], [15.72, 17.04, -31.98], [14.06, 16.85, -31.19], [15.78, 15.24, -30.16], [16.07, 14.70, -31.75], [13.39, 14.33, -30.29], [14.44, 13.18, -31.18], [8.24, 9.72, -20.00], [8.64, 11.02, -19.49], [9.59, 11.17, -18.38], [9.14, 12.25, -20.80], [8.16, 13.38, -20.73], [7.46, 13.40, -19.40], [7.14, 11.97, -19.01], [8.98, 11.70, -21.72], [10.18, 12.58, -20.71], [8.69, 14.32, -20.85], [7.41, 13.35, -21.52], [6.51, 13.94, -19.43], [8.10, 13.90, -18.67], [6.38, 11.60, -19.70], [6.88, 11.63, -18.01], [12.27, 25.07, -19.83], [13.49, 25.87, -20.07], [13.57, 27.27, -19.73], [14.91, 24.99, -19.44], [15.26, 24.05, -20.63], [14.29, 24.08, -21.81], [13.95, 25.58, -21.89], [14.78, 24.50, -18.47], [15.68, 25.75, -19.37], [16.21, 24.47, -20.96], [15.47, 23.00, -20.44], [13.50, 23.39, -21.52], [14.76, 23.61, -22.67], [12.99, 25.76, -22.37], [14.76, 26.30, -22.00], [6.53, 23.97, -22.38], [5.00, 23.84, -22.49], [4.72, 24.40, -23.72], [3.55, 24.29, -24.25], [2.66, 23.59, -23.79], [3.51, 25.13, -25.27], [2.36, 25.72, -25.69], [7.01, 23.47, -23.21], [6.86, 23.47, -21.46], [6.88, 25.00, -22.29], [4.53, 24.25, -21.59], [4.84, 22.77, -22.61], [1.61, 24.96, -25.89], [2.45, 26.41, -26.53], [2.06, 26.30, -24.82], [10.20, 19.07, -28.01], [11.54, 18.83, -27.19], [11.36, 19.41, -25.92], [10.93, 18.72, -24.89], [10.79, 17.53, -24.86], [10.55, 19.52, -23.87], [10.44, 19.08, -22.57], [9.37, 18.51, -27.60], [10.36, 18.78, -29.05], [9.86, 20.09, -28.23], [12.38, 19.36, -27.63], [11.86, 17.79, -27.17], [11.34, 18.55, -22.26], [9.53, 18.48, -22.46], [10.36, 19.95, -21.93], [17.22, 22.19, -29.22], [17.84, 23.06, -28.09], [18.04, 22.34, -26.81], [18.92, 21.40, -26.67], [19.78, 21.15, -27.51], [18.78, 20.86, -25.47], [19.45, 19.71, -24.99], [17.81, 21.35, -29.57], [17.03, 22.80, -30.11], [16.25, 21.86, -28.85], [17.23, 23.95, -27.92], [18.82, 23.45, -28.38], [20.53, 19.83, -25.07], [19.06, 18.88, -25.58], [19.13, 19.53, -23.96], [9.04, 25.49, -26.80], [7.90, 25.25, -27.83], [7.55, 26.61, -28.28], [6.53, 26.77, -29.10], [5.86, 25.93, -29.67], [6.30, 28.02, -29.20], [5.33, 28.53, -30.12], [9.54, 24.61, -26.39], [8.74, 26.14, -25.97], [9.72, 26.18, -27.29], [6.99, 24.79, -27.46], [8.32, 24.64, -28.62], [5.21, 27.97, -31.05], [5.77, 29.41, -30.59], [4.36, 28.80, -29.71], [14.09, 14.50, -19.13], [14.46, 14.56, -20.53], [14.90, 15.66, -21.15], [15.68, 15.49, -22.47], [14.93, 16.71, -20.51], [14.93, 14.75, -18.47], [13.81, 13.48, -18.90], [13.33, 15.23, -18.84], [14.70, 13.68, -20.98], [16.70, 15.46, -22.10], [15.54, 16.33, -23.15], [15.46, 14.63, -23.10], [10.19, 20.63, -35.05], [10.39, 21.86, -34.32], [11.47, 22.19, -33.59], [11.59, 23.47, -32.83], [12.36, 21.33, -33.31], [9.42, 20.66, -35.83], [9.87, 19.83, -34.39], [11.12, 20.42, -35.58], [9.85, 22.64, -34.69], [11.15, 23.31, -31.84], [11.16, 24.32, -33.36], [12.60, 23.69, -32.50], [4.57, 20.21, -28.55], [4.63, 20.82, -29.84], [4.54, 20.10, -30.97], [4.64, 20.89, -32.27], [4.23, 18.94, -31.00], [5.46, 20.59, -28.05], [4.62, 19.12, -28.55], [3.73, 20.52, -27.92], [4.87, 21.80, -29.86], [3.84, 20.49, -32.89], [5.55, 20.89, -32.88], [4.35, 21.92, -32.04]],
  "lowdin_charge": [-0.36, 0.71, -0.34, -0.22, -0.22, -0.23, -0.20, 0.10, 0.10, 0.12, 0.11, 0.11, 0.11, 0.10, 0.09, -0.35, 0.70, -0.33, -0.19, -0.27, -0.22, -0.19, 0.10, 0.10, 0.12, 0.12, 0.11, 0.12, 0.09, 0.09, -0.33, 0.70, -0.35, -0.23, -0.24, -0.25, -0.20, 0.11, 0.11, 0.12, 0.12, 0.12, 0.12, 0.10, 0.10, -0.33, 0.72, -0.36, -0.20, -0.25, -0.24, -0.22, 0.10, 0.10, 0.12, 0.12, 0.12, 0.12, 0.10, 0.11, -0.35, 0.69, -0.34, -0.22, -0.24, -0.23, -0.17, 0.11, 0.10, 0.11, 0.11, 0.11, 0.12, 0.10, 0.10, -0.06, -0.22, 0.04, -0.61, 0.13, 0.00, -0.07, 0.08, 0.07, 0.08, 0.14, 0.13, 0.10, 0.10, 0.10, -0.04, -0.17, 0.03, -0.60, 0.14, -0.01, -0.08, 0.07, 0.07, 0.07, 0.12, 0.12, 0.10, 0.10, 0.10, -0.06, -0.14, 0.04, -0.62, 0.09, -0.01, -0.04, 0.07, 0.07, 0.07, 0.12, 0.12, 0.10, 0.10, 0.09, -0.06, -0.16, 0.03, -0.67, 0.10, 0.04, -0.02, 0.08, 0.07, 0.07, 0.12, 0.12, 0.09, 0.09, 0.10, -0.07, -0.01, -0.55, 0.00, 0.01, 0.08, 0.08, 0.08, 0.13, 0.08, 0.07, 0.07, -0.07, 0.00, -0.52, -0.02, -0.02, 0.08, 0.09, 0.09, 0.13, 0.08, 0.07, 0.08, -0.08, 0.00, -0.58, 0.00, 0.05, 0.08, 0.09, 0.08, 0.14, 0.08, 0.08, 0.07],
  "fmax_ev_per_a": 4.9,
  "energy_ha": -5806.451902,
  "homo_lumo_gap_ev": 9.51,
  "charge": 0,
  "e_lumo_ev": -0.226,
  "homo_ev": -9.738,
  "smiles": "O=S1(=O)CCCC1.O=S1(=O)CCCC1.O=S1(=O)CCCC1.O=S1(=O)CCCC1.O=S1(=O)CCCC1.CCOC(=O)OC.CCOC(=O)OC.CCOC(=O)OC.CCOC(=O)OC.CNC(C)=O.CNC(C)=O.CNC(C)=O"
}